1.
{"formula": "C99H101BaF3N19O2", "method": "ωB97M-V/def2-TZVPD", "charge": 1, "max_force_ev_per_a": 4.117, "gap_ev": 8.19, "species": ["Ba", "C", "O", "O", "C", "F", "F", "F", "C", "C", "H", "H", "H", "H", "H", "H", "N", "C", "C", "C", "C", "C", "H", "H", "H", "H", "H", "N", "C", "C", "C", "C", "C", "H", "H", "H", "H", "H", "N", "C", "C", "C", "C", "C", "H", "H", "H", "H", "H", "N", "C", "C", "C", "C", "C", "H", "H", "H", "H", "H", "N", "C", "C", "C", "C", "C", "H", "H", "H", "H", "H", "N", "C", "C", "C", "C", "C", "H", "H", "H", "H", "H", "N", "C", "C", "C", "C", "C", "H", "H", "H", "H", "H", "N", "C", "C", "C", "C", "C", "H", "H", "H", "H", "H", "N", "C", "C", "C", "C", "C", "H", "H", "H", "H", "H", "N", "C", "C", "C", "C", "C", "H", "H", "H", "H", "H", "N", "C", "C", "C", "C", "C", "H", "H", "H", "H", "H", "N", "C", "C", "C", "C", "C", "H", "H", "H", "H", "H", "N", "C", "C", "C", "C", "C", "H", "H", "H", "H", "H", "N", "C", "C", "C", "C", "C", "H", "H", "H", "H", "H", "N", "C", "C", "C", "C", "C", "H", "H", "H", "H", "H", "N", "C", "C", "C", "C", "C", "H", "H", "H", "H", "H", "N", "C", "C", "C", "C", "C", "H", "H", "H", "H", "H", "N", "C", "C", "C", "C", "C", "H", "H", "H", "H", "H", "N", "C", "C", "C", "C", "C", "H", "H", "H", "H", "H"], "positions_angstrom": [[-14.4785, -18.6474, 6.7718], [-17.9555, -19.9585, 5.9206], [-17.2250, -20.8730, 6.6753], [-16.9963, -18.8973, 5.7478], [-18.5165, -20.6601, 4.6747], [-19.5651, -21.4503, 4.9492], [-18.9892, -19.8263, 3.7364], [-17.5139, -21.3795, 4.0327], [-17.9075, -21.8008, 7.5001], [-16.8974, -22.5331, 8.3500], [-16.2820, -21.9345, 9.0217], [-17.3388, -23.3020, 8.9840], [-16.1978, -23.1208, 7.7557], [-18.3648, -22.5743, 6.8833], [-18.5328, -21.2884, 8.2313], [-18.8220, -19.6060, 6.4801], [-13.3449, -21.1280, 6.4868], [-13.9368, -22.3194, 6.1637], [-13.3350, -23.5422, 6.2874], [-11.9839, -23.5709, 6.6333], [-11.2644, -22.3760, 6.8226], [-11.9765, -21.1839, 6.6791], [-14.9900, -22.2557, 5.9335], [-13.8936, -24.4548, 6.1400], [-11.4475, -24.5060, 6.6990], [-10.2445, -22.3177, 7.1730], [-11.4495, -20.2561, 6.8461], [-21.2613, -16.4247, 0.3552], [-22.3446, -15.6870, 0.0270], [-23.0158, -15.8588, -1.1970], [-22.7342, -16.9519, -1.9842], [-21.6885, -17.8053, -1.5601], [-20.9748, -17.5817, -0.3618], [-22.5719, -14.7776, 0.5634], [-23.7343, -15.0867, -1.4294], [-23.2909, -17.0427, -2.9052], [-21.4203, -18.6216, -2.2144], [-20.1341, -18.2009, -0.0857], [-15.2882, -16.4777, 8.6434], [-14.6407, -15.9778, 9.6786], [-15.1698, -15.0307, 10.5502], [-16.4784, -14.5645, 10.2839], [-17.1502, -15.0297, 9.2164], [-16.5210, -15.9626, 8.3740], [-13.5943, -16.2067, 9.8171], [-14.7271, -14.6925, 11.4754], [-16.9157, -13.9235, 11.0351], [-18.1179, -14.6286, 8.9534], [-17.0293, -16.5166, 7.5986], [-13.6563, -18.6658, 4.0859], [-12.3267, -18.9116, 3.8087], [-11.7951, -19.3752, 2.5983], [-12.6801, -19.3953, 1.5174], [-14.0179, -19.0757, 1.7358], [-14.4529, -18.6876, 2.9908], [-11.6268, -18.9074, 4.6312], [-10.7317, -19.5598, 2.5600], [-12.3110, -19.7210, 0.5561], [-14.5859, -19.0459, 0.8177], [-15.4865, -18.3970, 3.1071], [-19.1524, -24.4559, 4.8483], [-17.8983, -24.3768, 4.3818], [-16.8751, -25.2803, 4.7829], [-17.2087, -26.3018, 5.7013], [-18.4892, -26.3332, 6.1908], [-19.4538, -25.4133, 5.7204], [-17.7027, -23.5412, 3.7262], [-15.8748, -25.2269, 4.3794], [-16.4296, -26.9791, 6.0186], [-18.7474, -27.1175, 6.8869], [-20.4318, -25.4683, 6.1753], [-17.9085, -24.7104, 11.2427], [-17.1897, -25.6168, 11.9890], [-17.7020, -26.7309, 12.5256], [-19.0650, -27.0172, 12.2752], [-19.8358, -26.2039, 11.5006], [-19.2481, -24.9886, 11.0569], [-16.1602, -25.3219, 12.1295], [-17.1037, -27.4703, 13.0372], [-19.5306, -27.8761, 12.7355], [-20.8766, -26.4548, 11.3587], [-19.8028, -24.2547, 10.4911], [-14.7714, -19.4926, 9.4022], [-15.8822, -19.3880, 10.2361], [-15.8516, -19.0808, 11.6104], [-14.5817, -18.9849, 12.1721], [-13.3878, -19.0592, 11.4181], [-13.5527, -19.4235, 10.0999], [-16.8322, -19.4655, 9.7282], [-16.7693, -19.0639, 12.1795], [-14.3973, -18.6083, 13.1673], [-12.4215, -19.0052, 11.8974], [-12.6682, -19.5003, 9.4850], [-19.1449, -15.5829, 6.1319], [-19.6218, -16.4910, 5.2671], [-20.9130, -16.4164, 4.6279], [-21.6644, -15.3365, 5.0012], [-21.2059, -14.3460, 5.8282], [-19.9373, -14.4866, 6.4102], [-18.9536, -17.2257, 4.8427], [-21.2099, -17.0925, 3.8398], [-22.6429, -15.2835, 4.5472], [-21.8070, -13.5096, 6.1530], [-19.4860, -13.8557, 7.1616], [-16.9098, -17.0272, 0.9580], [-16.2141, -16.0573, 0.3473], [-16.2647, -14.7200, 0.6833], [-17.3387, -14.3306, 1.4718], [-18.1437, -15.2644, 2.0874], [-17.8358, -16.5971, 1.8351], [-15.3507, -16.3271, -0.2426], [-15.5453, -14.0200, 0.2847], [-17.5499, -13.2815, 1.6176], [-18.9902, -14.9343, 2.6713], [-18.3612, -17.4447, 2.2498], [-18.6902, -26.5194, -0.4949], [-19.2776, -25.7044, 0.4030], [-19.1329, -25.8692, 1.8071], [-18.5147, -27.0976, 2.2161], [-17.9524, -27.9724, 1.2689], [-18.0731, -27.6327, -0.0966], [-19.8224, -24.8215, 0.1028], [-19.5391, -25.1703, 2.5233], [-18.3440, -27.3646, 3.2485], [-17.4566, -28.9121, 1.4625], [-17.5545, -28.2264, -0.8349], [-17.0856, -21.0358, -1.5871], [-17.8501, -22.0107, -2.0777], [-19.0284, -22.4283, -1.4995], [-19.5145, -21.6719, -0.4028], [-18.7455, -20.5801, 0.0426], [-17.5152, -20.3250, -0.5243], [-17.4195, -22.5610, -2.9012], [-19.6316, -23.2552, -1.8441], [-20.4727, -21.8904, 0.0450], [-19.0834, -20.0049, 0.8919], [-16.8750, -19.5229, -0.1876], [-14.3729, -28.5176, 9.7279], [-15.6854, -28.2517, 9.6802], [-16.1671, -27.0532, 9.1900], [-15.3128, -26.1178, 8.6769], [-13.9477, -26.3612, 8.6587], [-13.4998, -27.6432, 9.0971], [-16.4039, -28.9832, 10.0194], [-17.2424, -26.9541, 9.1754], [-15.6649, -25.2374, 8.1598], [-13.2643, -25.7226, 8.1188], [-12.4639, -27.9113, 8.9506], [-11.7227, -22.7338, 12.8800], [-11.7276, -23.1770, 11.5574], [-12.8978, -23.4575, 10.8299], [-14.1272, -23.2568, 11.4195], [-14.1678, -22.7249, 12.6564], [-12.9771, -22.4060, 13.3954], [-10.7549, -23.1949, 11.0886], [-12.7778, -23.7285, 9.7913], [-14.9885, -23.4510, 10.7975], [-15.1029, -22.3782, 13.0709], [-13.0659, -22.1098, 14.4302], [-14.2651, -15.9090, 5.5723], [-13.2104, -15.0830, 5.5766], [-13.2687, -13.7549, 5.1914], [-14.4919, -13.2284, 4.6875], [-15.5817, -14.0963, 4.5888], [-15.3650, -15.4415, 4.9135], [-12.3102, -15.5095, 5.9939], [-12.3495, -13.1995, 5.3054], [-14.4714, -12.1650, 4.5003], [-16.5383, -13.8315, 4.1632], [-16.1789, -16.1212, 4.7086], [-19.0392, -20.3902, 13.7771], [-20.2458, -19.9958, 13.3409], [-20.7745, -20.3893, 12.0841], [-19.9567, -21.1605, 11.1696], [-18.6851, -21.5182, 11.6122], [-18.2421, -21.0968, 12.8919], [-20.7932, -19.4839, 14.1186], [-21.7236, -19.9737, 11.7790], [-20.4520, -21.5117, 10.2765], [-18.1071, -22.1066, 10.9149], [-17.2677, -21.3586, 13.2770], [-14.4095, -24.7592, 2.1859], [-15.4433, -24.4753, 1.3853], [-16.0409, -23.2328, 1.3153], [-15.4547, -22.1643, 1.9758], [-14.3229, -22.4479, 2.7871], [-13.8452, -23.7454, 2.8541], [-15.7418, -25.3569, 0.8375], [-16.9441, -23.0128, 0.7654], [-15.8420, -21.1577, 2.0298], [-13.8524, -21.6371, 3.3234], [-12.9358, -23.9168, 3.4109], [-21.6906, -16.1180, 9.6239], [-20.8964, -16.9969, 8.9332], [-19.8484, -17.6480, 9.5986], [-19.6336, -17.3815, 10.9309], [-20.4012, -16.4826, 11.6083], [-21.4835, -15.8994, 10.9221], [-20.9247, -17.0994, 7.8584], [-19.0967, -18.2634, 9.1267], [-18.9057, -17.9005, 11.5369], [-20.3063, -16.3727, 12.6785], [-22.1497, -15.2494, 11.4699], [-23.8356, -22.8196, 1.4785], [-22.7469, -23.1183, 2.2423], [-21.9662, -22.1065, 2.8357], [-22.1072, -20.7868, 2.4100], [-23.2434, -20.5074, 1.6505], [-24.1089, -21.5014, 1.2436], [-22.5831, -24.1341, 2.5705], [-21.1469, -22.3132, 3.5084], [-21.5287, -19.9932, 2.8594], [-23.5518, -19.4992, 1.4161], [-24.9724, -21.2695, 0.6378], [-23.7173, -21.5005, 7.2651], [-24.2163, -21.8049, 6.0395], [-23.9263, -23.0476, 5.4749], [-22.9959, -23.8897, 6.1280], [-22.3556, -23.4357, 7.2670], [-22.8346, -22.3044, 7.8755], [-24.8424, -21.0566, 5.5764], [-24.2462, -23.2674, 4.4670], [-22.8047, -24.8908, 5.7708], [-21.6237, -24.0738, 7.7398], [-22.3186, -21.9755, 8.7655]]}

=====

2.
{"formula": "C22H25N5O7S", "method": "ωB97M-V/def2-TZVPD", "max_force_ev_per_a": 3.152, "smiles": "Cc1ccc(S(=O)(=O)N2c3cc([N+](=O)[O-])ccc3C(=[N+]([O-])[O-])[C@@H]2[N@@H+]2CCC[C@H]2C(=O)N(C)C)cc1", "gap_ev": 6.97, "species": ["C", "C", "C", "C", "C", "S", "O", "O", "N", "C", "C", "C", "N", "O", "O", "C", "C", "C", "C", "N", "O", "O", "C", "N", "C", "C", "C", "C", "C", "O", "N", "C", "C", "C", "C", "H", "H", "H", "H", "H", "H", "H", "H", "H", "H", "H", "H", "H", "H", "H", "H", "H", "H", "H", "H", "H", "H", "H", "H", "H"], "positions_angstrom": [[-1.0566, 3.5828, -6.2796], [-0.6131, 2.6900, -5.1552], [0.5334, 2.9989, -4.4448], [0.9833, 2.1706, -3.4175], [0.2493, 1.0417, -3.0664], [0.8585, -0.0127, -1.7339], [0.9054, -1.4051, -2.1698], [1.9919, 0.6268, -1.1509], [-0.2566, -0.1443, -0.4777], [-0.9224, 1.0386, -0.0660], [-0.6492, 2.3812, -0.2825], [-1.4060, 3.4071, 0.3767], [-1.1365, 4.7903, 0.2324], [-1.8528, 5.5706, 0.9028], [-0.2276, 5.1686, -0.5348], [-2.4586, 3.0044, 1.2209], [-2.7983, 1.6293, 1.3916], [-1.9756, 0.6307, 0.8126], [-1.8990, -0.7869, 0.9439], [-2.9191, -1.5906, 1.4474], [-3.8171, -0.9877, 2.1246], [-2.9069, -2.8204, 1.1964], [-0.9005, -1.3854, 0.0135], [-0.0001, -2.3936, 0.8177], [-0.2614, -3.9277, 0.8812], [-0.0636, -4.3561, 2.3563], [0.2589, -3.0758, 3.1201], [0.6837, -1.9917, 2.1370], [2.2317, -2.0629, 1.9726], [2.7506, -2.6170, 1.0231], [2.9350, -1.5547, 3.0216], [4.3725, -1.4707, 3.0059], [2.3460, -0.9025, 4.1720], [-0.9090, 0.7106, -3.7997], [-1.3349, 1.5432, -4.8215], [-1.9941, 3.2187, -6.7270], [-1.2285, 4.6165, -5.9319], [-0.3017, 3.6420, -7.0849], [1.0957, 3.8960, -4.6866], [1.8870, 2.4133, -2.8748], [0.1705, 2.7179, -0.9028], [-3.0034, 3.7825, 1.7704], [-3.6892, 1.3764, 2.0044], [-1.3264, -1.9467, -0.8441], [0.7116, -2.3441, 0.0978], [0.5702, -4.3245, 0.2502], [-1.2357, -4.2850, 0.4900], [0.7162, -5.1317, 2.4192], [-0.9746, -4.7984, 2.7545], [1.0267, -3.2389, 3.8736], [-0.6841, -2.7525, 3.5795], [0.3625, -0.9825, 2.3770], [4.8062, -1.9887, 2.1648], [4.6763, -0.4238, 3.0067], [4.7532, -1.8924, 3.9385], [1.2538, -0.8931, 4.1694], [2.6722, -1.4093, 5.0842], [2.7001, 0.1321, 4.2300], [-1.4649, -0.1993, -3.5521], [-2.2349, 1.3156, -5.3761]]}